Entry from the OMol25 dataset: a structure of composition C53H42Cl3CuN2O3PSSi (ωB97M-V with the def2-TZVPD basis set).

Geometry as XYZ:
```
107
Properties=species:S:1:pos:R:3:forces:R:3
Cu -1.1215 0.4797 -0.0245 0.194 0.105 -0.503
O -6.1275 -0.3772 1.6422 -0.448 -0.133 0.086
C -5.0803 0.2283 1.8180 -0.163 -0.052 -0.028
O -4.1264 0.3614 0.9780 -0.133 -0.106 -0.192
C -4.7654 0.8861 3.1358 0.247 -0.108 -0.114
C -5.7020 1.0541 4.1426 -0.019 -0.018 -0.040
C -5.3171 1.6391 5.3354 -0.045 -0.001 0.053
C -3.9939 2.0166 5.5172 0.018 0.083 0.177
C -3.0601 1.8516 4.5077 0.078 -0.005 0.004
C -3.4440 1.2978 3.2900 -0.188 -0.309 0.181
P -2.4067 1.1990 1.7716 0.173 0.810 0.158
C -2.9467 2.7757 1.0335 0.025 0.124 0.122
C -2.8900 3.9775 1.7223 0.046 -0.025 -0.108
C -3.3278 5.1414 1.1142 -0.055 0.304 0.063
C -3.8332 5.1124 -0.1736 -0.108 0.099 0.002
C -3.9055 3.9109 -0.8590 -0.036 0.049 -0.059
C -3.4589 2.7514 -0.2583 0.011 0.039 -0.036
C -0.7827 1.6779 2.6321 -0.175 -0.205 -0.185
C 0.1203 2.7032 2.3784 -0.148 0.117 -0.018
C 1.4175 2.6470 2.8677 0.235 0.066 0.000
C 1.8399 1.5680 3.6244 0.215 0.021 0.027
C 0.9518 0.5374 3.8957 0.071 -0.122 0.094
C -0.3284 0.5931 3.3880 -0.110 -0.004 0.097
H -6.7177 0.7238 3.9706 -0.010 -0.034 -0.044
H -6.0382 1.8007 6.1266 -0.020 -0.032 0.026
H -3.6854 2.4502 6.4613 0.010 0.030 -0.006
H -2.0363 2.1571 4.6790 -0.013 0.025 -0.028
H -2.4964 4.0085 2.7289 -0.020 -0.019 0.117
H -3.2884 6.0782 1.6549 0.036 0.069 0.028
H -4.1704 6.0270 -0.6424 -0.016 0.052 -0.032
H -4.3029 3.8820 -1.8631 -0.010 -0.003 -0.104
H -3.5016 1.8031 -0.7709 -0.067 -0.012 -0.111
H -0.1798 3.5621 1.7927 -0.021 0.011 -0.046
H 2.1117 3.4467 2.6419 0.010 0.038 -0.022
H 2.8590 1.5143 3.9873 0.009 0.056 0.009
H 1.2699 -0.3161 4.4825 0.012 -0.032 0.032
H -1.0214 -0.2274 3.5607 0.090 -0.073 0.047
Cl 4.5138 -1.2997 -4.3950 0.111 0.200 -0.256
C 3.9009 -2.2192 -3.0796 -0.208 -0.294 0.320
C 2.5681 -2.5983 -3.0612 0.112 0.070 -0.045
C 2.0980 -3.3391 -1.9933 0.120 -0.025 0.067
C 2.9184 -3.6931 -0.9272 0.004 -0.221 0.062
C 2.3536 -4.5166 0.2105 -0.169 0.219 0.126
C 2.0008 -3.6456 1.4456 0.461 -0.579 -0.005
N 0.7806 -2.9313 1.2165 -0.214 0.200 -0.058
C -0.4305 -3.5173 0.9546 -0.395 -0.165 -0.097
C -1.2878 -2.5107 0.6294 0.047 -0.383 0.117
N -0.6222 -1.3296 0.6987 0.494 0.062 -0.236
C 0.6099 -1.6035 1.0429 0.019 -0.043 0.051
O 3.2375 -5.5463 0.6130 0.042 0.079 0.264
C 2.8279 -6.8546 0.2718 0.002 -0.090 -0.160
C 1.5967 -7.2926 1.0119 -0.319 0.098 -0.641
C 0.3787 -7.5247 0.4310 -0.018 -0.205 0.459
Cl -0.0104 -7.3989 -1.2362 -0.038 0.017 0.013
S -0.8278 -8.0205 1.5779 0.592 0.299 -0.165
C 0.3162 -7.8689 2.8598 -0.122 -0.040 -0.354
C 1.5398 -7.4853 2.4141 -0.280 -0.093 0.254
C 4.2448 -3.2706 -0.9591 -0.238 0.024 -0.390
Cl 5.3048 -3.6041 0.3601 0.391 0.164 0.199
C 4.7466 -2.5532 -2.0349 -0.052 -0.111 0.005
H 1.9023 -2.2991 -3.8542 -0.051 0.028 -0.130
H 1.0613 -3.6408 -1.9823 -0.160 -0.059 0.036
H 1.4161 -4.9618 -0.1416 0.046 0.070 0.021
H 2.8021 -2.9379 1.6616 -0.058 -0.023 0.011
H 1.8862 -4.3200 2.3012 0.022 0.102 -0.072
H -0.5794 -4.5753 1.0270 -0.010 -0.264 0.035
H -2.3231 -2.5525 0.3571 -0.238 -0.026 0.005
H 1.3771 -0.8709 1.1951 0.300 0.098 0.003
H 3.6758 -7.4883 0.5484 -0.126 0.007 -0.118
H 2.6568 -6.9332 -0.8095 0.087 -0.054 0.100
H 0.0082 -8.0874 3.8627 -0.025 -0.017 0.232
H 2.3890 -7.3318 3.0538 0.183 0.022 0.180
H 5.7765 -2.2328 -2.0410 0.070 0.025 0.007
C 4.5500 1.4767 -0.5828 0.127 0.011 0.069
C 3.8264 0.3042 -0.7132 0.224 -0.166 0.094
C 2.5109 0.3433 -1.1369 -0.048 -0.145 -0.040
C 1.8742 1.5404 -1.4452 -0.661 -0.126 0.028
C 2.6174 2.7066 -1.2898 -0.081 0.164 -0.119
C 3.9337 2.6832 -0.8654 0.189 0.073 0.039
Si -0.0379 1.5433 -1.8034 0.459 0.608 -0.412
C -0.2018 3.4362 -2.1928 -0.349 -0.568 0.298
C -0.5629 4.2912 -1.1599 0.039 0.018 0.103
C -0.6807 5.6561 -1.3444 0.071 0.230 0.089
C -0.4462 6.2030 -2.5933 0.008 0.156 -0.009
C -0.0939 5.3714 -3.6434 0.083 0.104 -0.145
C 0.0411 4.0093 -3.4374 -0.035 -0.117 -0.091
C -0.2112 0.9113 -3.6290 -0.010 -0.233 0.695
C 0.8063 0.3439 -4.3871 0.114 0.067 0.151
C 0.5861 -0.0949 -5.6831 0.108 -0.102 -0.225
C -0.6705 0.0171 -6.2535 0.039 -0.059 -0.116
C -1.7020 0.5689 -5.5112 -0.174 0.023 -0.133
C -1.4700 1.0026 -4.2198 -0.024 0.026 0.067
H 5.5828 1.4423 -0.2614 0.041 0.034 0.064
H 4.2934 -0.6408 -0.4715 0.004 0.019 0.041
H 1.9520 -0.5792 -1.2289 -0.033 -0.147 0.043
H 2.1530 3.6560 -1.5090 -0.015 0.150 0.011
H 4.4772 3.6114 -0.7433 0.045 0.051 -0.036
H -0.7531 3.8689 -0.1864 -0.148 -0.027 0.179
H -0.9673 6.2908 -0.5169 -0.009 0.038 0.061
H -0.5241 7.2715 -2.7467 -0.072 0.053 -0.024
H 0.0754 5.7903 -4.6274 0.064 0.012 -0.052
H 0.3404 3.3770 -4.2603 -0.007 -0.075 -0.173
H 1.7944 0.2611 -3.9551 0.184 -0.015 0.015
H 1.3993 -0.5218 -6.2582 0.065 -0.016 -0.003
H -0.8437 -0.3201 -7.2682 -0.004 -0.013 -0.005
H -2.6896 0.6580 -5.9450 -0.062 0.015 -0.011
H -2.2802 1.4341 -3.6490 -0.190 0.052 0.062
```
Positions in Å, forces in eV/Å.

- F_max (hartree/bohr) = 0.01685
- LUMO energy (eV) = 1.7
- HOMO (eV) = -4.38
- charge = -1
- frontier orbital gap (eV) = 6.125

Entry from the OMol25 dataset: an isolated molecule of CH4N2O4 (ωB97M-V with the def2-TZVPD basis set).

Geometry as XYZ:
```
11
Properties=species:S:1:pos:R:3:forces:R:3
C -0.9543 -0.1561 0.0076 -0.255 1.666 1.301
N 1.4586 -0.4102 2.1319 0.500 -1.020 0.427
N 1.1829 0.1361 0.8187 0.438 1.229 0.724
O 2.5372 -0.1134 2.6272 -0.913 -0.066 -0.272
O 0.5751 -1.1006 2.5836 0.857 0.858 0.305
O 2.4217 0.3726 0.1259 -1.405 -0.784 -0.337
O 0.3573 -0.7595 0.2434 0.129 0.058 -2.072
H -1.2530 0.2079 1.0169 -0.242 -0.484 -0.546
H -1.6570 -0.9859 -0.2894 1.051 1.135 -0.159
H -0.9352 0.8619 -0.5716 0.182 -2.444 0.225
H 3.1207 0.3897 0.8025 -0.342 -0.149 0.403
```
Positions in Å, forces in eV/Å.

- relative energy (zero: lowest compared OMol25 entry of this formula, charge and spin) (kcal per mole) = 111.1
- F_max (hartree/bohr) = 0.04785
- structure (SMILES) = CON(O)[N+](=O)[O-]
- LUMO energy (eV) = -0.1
- HOMO (eV) = -10.46
- frontier orbital gap (eV) = 10.376

Entry from the OMol25 dataset: a cluster of 2 separate species, C2H4ClOP in total (ωB97M-V with the def2-TZVPD basis set).

Geometry as XYZ:
```
9
Properties=species:S:1:pos:R:3:forces:R:3
C 1.0430 -0.7194 -0.9788 -0.893 -1.871 -2.033
C -0.1210 -0.6023 -0.3606 1.068 1.446 2.490
O -1.8509 1.5186 0.7229 1.220 -2.259 2.253
P -0.0007 0.0909 1.3565 -5.359 -0.158 -0.898
Cl 1.6416 1.0508 1.1944 2.012 1.725 0.050
H 0.8220 -1.0790 -1.9797 0.931 -0.079 -0.390
H 2.0874 -0.7678 -0.6540 -0.726 0.657 0.140
H -1.1090 -0.7808 -0.7625 0.168 0.069 -0.142
H -2.5124 1.2890 1.4618 1.579 0.471 -1.470
```
Positions in Å, forces in eV/Å.

- relative energy (zero: lowest compared OMol25 entry of this formula, charge and spin) (kcal per mole) = 75.5
- F_max (hartree/bohr) = 0.10572
- LUMO energy (spin up / spin down) (eV) = -1.0 / -1.0
- HOMO (spin up / spin down) (eV) = -9.38 / -9.38
- frontier orbital gap (spin up / spin down) (eV) = 8.336 / 8.332

Entry from the OMol25 dataset: an isolated molecule of C15H28OSi (ωB97M-V with the def2-TZVPD basis set).

Geometry as XYZ:
```
45
Properties=species:S:1:pos:R:3:forces:R:3
C 2.1009 -3.5407 -2.2749 0.065 0.800 -0.174
C 2.2533 -2.3677 -1.9750 -0.899 -5.214 -1.479
O 0.5291 0.7032 0.1088 -0.594 -0.095 1.214
C 1.4503 0.5165 3.4672 -0.253 -0.573 -1.364
C -0.4062 2.1553 2.8974 -1.365 -0.411 1.366
C -0.8962 0.0459 4.1689 -0.622 1.544 -1.450
C -0.7234 0.1942 -4.0260 1.007 1.298 0.826
C -1.1436 1.5182 -3.2622 1.506 0.395 -2.020
C 2.0398 -1.0629 -1.6101 0.211 4.426 1.830
C 0.6782 -0.2320 -3.5509 -1.883 -1.595 0.964
C -1.0452 1.3932 -1.7513 1.045 1.615 1.192
C 0.2167 -1.9686 1.4073 1.624 -0.227 0.206
C -2.0658 -0.2182 1.0071 -0.964 -0.922 -0.120
C 0.0057 0.6900 3.0103 -0.325 -0.927 1.313
C 0.7149 -0.4025 -2.0235 -2.030 -0.831 0.358
C 0.4191 0.9509 -1.2818 0.643 0.127 -0.886
Si -0.2743 -0.1711 1.3485 0.646 0.391 -0.390
H 1.8839 -4.5447 -2.6583 0.507 1.004 0.538
H 1.6575 -0.5165 3.6929 0.022 -0.647 -0.103
H 2.0706 0.7829 2.6212 0.746 0.363 0.150
H 1.6993 1.0250 4.3660 0.168 1.010 0.663
H -1.4965 2.2154 3.0395 0.107 -0.062 0.008
H -0.0132 2.7715 3.7127 0.335 0.032 -0.300
H -0.2860 2.5761 1.9403 0.880 0.735 -1.144
H -0.5418 0.4447 5.1304 -0.348 0.016 -0.205
H -1.9395 0.3676 3.9301 0.624 -0.126 0.713
H -0.9587 -1.0205 4.2472 0.513 -0.769 -0.191
H -1.5104 -0.5206 -3.8194 0.167 -0.620 0.419
H -0.6983 0.2263 -5.1119 -0.183 0.761 -0.171
H -2.1674 1.6636 -3.5380 -0.725 0.540 -0.063
H -0.5385 2.4459 -3.6799 -1.063 -1.840 0.949
H 2.2254 -0.9295 -0.5143 -0.240 -0.048 -0.765
H 2.7426 -0.3746 -2.0969 0.539 -0.221 0.159
H 1.0277 -1.0960 -4.1112 -0.247 -0.647 0.354
H 1.4597 0.4239 -3.7202 1.201 2.248 -0.898
H -1.3733 2.4234 -1.2916 0.787 -1.932 -0.577
H -1.7376 0.6341 -1.3618 0.169 0.268 -0.277
H -0.1827 -2.4895 0.5816 -0.938 -0.384 -1.373
H -0.2432 -2.5096 2.2581 0.765 0.409 -0.040
H 1.3133 -2.1879 1.2079 -1.043 0.282 1.078
H -2.4966 0.7651 0.9488 -0.212 0.511 -0.556
H -2.1129 -0.7905 0.0477 -0.560 0.534 0.647
H -2.6928 -0.7253 1.7743 0.664 -0.058 -0.453
H -0.2144 -1.0040 -1.7027 1.451 0.196 -0.412
H 1.2702 1.7399 -1.5521 -1.897 -1.359 0.467
```
Positions in Å, forces in eV/Å.

- relative energy (zero: lowest compared OMol25 entry of this formula, charge and spin) (kcal per mole) = 16.0
- F_max (hartree/bohr) = 0.10684
- structure (SMILES) = C#CC[C@@H]1CCCC[C@H]1O[Si](C)(C)C(C)(C)C
- LUMO energy (eV) = 0.8
- HOMO (eV) = -9.51
- frontier orbital gap (eV) = 10.305

Q: Among the records above, which one has the lowest F_max?
A: C53H42Cl3CuN2O3PSSi

Repeat the second record exactly.
Entry from the OMol25 dataset: an isolated molecule of CH4N2O4 (ωB97M-V with the def2-TZVPD basis set).

Geometry as XYZ:
```
11
Properties=species:S:1:pos:R:3:forces:R:3
C -0.9543 -0.1561 0.0076 -0.255 1.666 1.301
N 1.4586 -0.4102 2.1319 0.500 -1.020 0.427
N 1.1829 0.1361 0.8187 0.438 1.229 0.724
O 2.5372 -0.1134 2.6272 -0.913 -0.066 -0.272
O 0.5751 -1.1006 2.5836 0.857 0.858 0.305
O 2.4217 0.3726 0.1259 -1.405 -0.784 -0.337
O 0.3573 -0.7595 0.2434 0.129 0.058 -2.072
H -1.2530 0.2079 1.0169 -0.242 -0.484 -0.546
H -1.6570 -0.9859 -0.2894 1.051 1.135 -0.159
H -0.9352 0.8619 -0.5716 0.182 -2.444 0.225
H 3.1207 0.3897 0.8025 -0.342 -0.149 0.403
```
Positions in Å, forces in eV/Å.

- relative energy (zero: lowest compared OMol25 entry of this formula, charge and spin) (kcal per mole) = 111.1
- F_max (hartree/bohr) = 0.04785
- structure (SMILES) = CON(O)[N+](=O)[O-]
- LUMO energy (eV) = -0.1
- HOMO (eV) = -10.46
- frontier orbital gap (eV) = 10.376